(1)
98
Properties=species:S:1:pos:R:3:mulliken_charge:R:1 method="wB97M-V/def2-TZVPD" relative_energy_kcal_mol=0.0 lumo_ev=3.6916 homo_ev=-2.35 total_charge=-2 max_force_ha_per_bohr=0.0288
Y -0.488 0.213 0.265 -1.510
Se -1.793 -2.229 0.937 -0.603
Se -2.096 1.926 2.039 -0.447
Se -0.910 -1.363 2.935 -0.095
Se -2.439 0.249 3.669 -0.346
S 4.809 -3.288 3.679 1.331
S -1.795 4.287 -1.486 -0.496
S -5.110 3.875 -3.848 1.187
O -5.414 2.639 -4.519 -0.619
O -5.582 5.090 -4.468 -0.726
O 3.351 -2.001 0.440 -0.961
O 1.525 -0.825 0.993 1.168
O -2.893 -0.820 -2.278 -0.451
O 5.735 -4.266 3.176 -0.755
O 4.911 -2.824 5.038 -0.730
O -1.545 0.837 -3.070 -0.104
N 2.420 -0.511 -3.295 -0.098
N 4.897 -2.000 2.694 -0.373
N 1.086 2.032 1.324 1.522
N 1.017 -0.598 -1.578 1.538
N 0.616 2.131 -1.403 1.315
N 1.972 4.067 1.470 -0.067
N -3.517 3.983 -3.501 -0.576
C 1.446 -1.895 -1.879 -0.618
C 2.769 -1.038 0.982 0.521
C -2.337 0.754 -5.412 -0.590
C -3.214 0.069 -6.252 -0.741
C 3.166 -3.913 3.452 -0.015
C 2.919 -2.990 -3.494 -1.244
C 1.605 0.171 -2.443 0.362
C 1.679 -4.251 -1.832 -0.718
C 2.813 -4.511 2.250 -0.358
C -5.664 3.822 -2.167 -0.033
C 1.955 3.576 2.765 0.775
C 2.223 3.307 5.091 -0.419
C 2.381 4.108 3.975 -1.161
C -4.543 3.950 -1.371 0.461
C -3.986 -1.341 -4.432 -1.077
C 1.510 -4.930 2.056 -0.123
C -7.049 3.670 -0.257 -0.334
C 1.112 -3.113 -1.294 0.037
C 4.100 -0.816 3.063 -0.420
C 1.398 2.299 2.658 -0.962
C 2.217 -3.730 4.446 -0.383
C 1.244 1.506 3.790 0.672
C 1.226 3.303 -0.788 -1.654
C 1.664 2.026 4.999 -1.126
C 2.573 -4.192 -2.910 -0.495
C -6.932 3.685 -1.643 -0.711
C 0.541 -4.769 3.045 0.492
C 3.690 -0.101 1.777 -0.544
C -4.657 3.930 0.008 -0.383
C -0.868 -5.235 2.828 -1.561
C -4.019 -0.957 -5.773 -0.444
C -3.115 -0.659 -3.609 0.994
C 0.915 -4.162 4.240 -0.421
C 1.316 1.625 -2.582 -1.849
C -3.302 4.062 -2.211 0.403
C -2.303 0.359 -4.092 0.058
C 1.430 3.102 0.672 0.354
C -5.926 3.787 0.556 -0.748
C 2.328 -1.852 -2.959 0.921
B -1.899 0.118 -1.868 1.053
H 0.448 -3.139 -0.440 0.152
H 3.195 -1.101 3.613 0.173
H -3.285 0.360 -7.293 0.367
H -6.036 3.745 1.632 0.398
H -4.702 -1.457 -6.451 0.359
H 2.812 5.100 4.047 0.402
H 0.584 4.177 -0.934 0.440
H -1.007 -6.237 3.246 0.404
H 2.502 -3.243 5.369 0.515
H -3.767 3.990 0.622 0.407
H 3.610 -2.943 -4.328 0.400
H 3.204 0.838 2.023 -0.371
H -8.026 3.549 0.196 0.364
H 3.542 -4.619 1.456 0.203
H -1.732 1.579 -5.763 0.445
H -7.798 3.576 -2.283 0.409
H 3.002 -5.112 -3.290 0.379
H -4.625 -2.122 -4.042 0.464
H 2.187 3.542 -1.254 0.317
H 0.169 -3.989 5.006 0.281
H 2.243 2.177 -2.763 0.591
H 4.690 -0.166 3.710 0.471
H -1.582 -4.561 3.301 0.282
H 1.440 -5.214 -1.399 0.378
H 4.646 -2.264 1.728 0.424
H -0.325 2.413 -1.702 -0.655
H 2.199 5.000 1.179 0.262
H 0.681 1.753 -3.463 0.295
H -1.111 -5.267 1.766 0.317
H 1.552 1.433 5.898 0.474
H 2.970 -0.105 -4.028 0.210
H 0.808 0.521 3.699 0.197
H 2.538 3.678 6.059 0.377
H 4.581 0.100 1.178 0.423
H 1.229 -5.368 1.105 0.375


(2)
84
Properties=species:S:1:pos:R:3:mulliken_charge:R:1 method="wB97M-V/def2-TZVPD" relative_energy_kcal_mol=18.1 lumo_ev="-10.0808 / -12.0134" homo_ev="-16.45 / -16.70" total_charge=+3 spin_multiplicity=5 max_force_ha_per_bohr=0.0341
Ru 0.498 0.562 -0.427 -0.132
S 0.180 2.774 -1.547 -0.190
S 1.377 -1.148 -2.265 1.555
P 1.015 0.439 1.871 1.609
P -1.585 -0.528 -0.831 1.945
O 2.209 -0.622 -1.136 -0.710
O 2.082 -1.569 -3.415 -0.623
O 0.375 -0.046 -2.496 -0.602
N 0.559 2.917 -4.211 -0.104
N 2.397 2.617 -3.081 0.091
C 3.601 1.708 1.757 -1.128
C 3.769 4.056 1.203 -0.663
C -2.471 -0.194 -2.363 0.815
C 1.108 -3.600 2.079 -1.207
C 1.620 2.993 1.211 -1.217
C 2.452 -3.920 1.932 -0.886
C 1.590 2.968 -5.262 -0.483
C 2.897 2.824 -4.452 -0.475
C 0.699 -2.282 1.994 -0.484
C -3.994 0.290 -4.630 -0.556
C -1.169 -4.588 -0.741 -0.818
C -4.095 1.141 -3.536 -0.878
C 2.393 4.132 1.040 -1.135
C -3.481 -0.260 2.764 -0.772
C 0.054 -4.824 -1.350 -0.901
C -2.852 -0.558 0.454 0.029
C 0.401 2.132 5.522 -0.874
C -0.527 -0.085 5.616 -1.002
C 0.716 1.956 4.187 -0.652
C -4.163 -0.932 0.141 -0.645
C 0.828 -3.757 -1.787 -0.724
C 0.435 0.734 3.564 1.414
C -0.211 1.115 6.242 -0.582
C -1.628 -3.290 -0.555 -0.605
C 1.084 2.734 -3.020 0.531
C -2.361 -1.040 -3.468 -0.340
C 2.223 1.761 1.550 1.256
C -0.872 -2.208 -1.001 0.088
C -5.117 -0.975 1.144 -0.751
C -0.211 -0.277 4.284 -0.466
C 0.364 -2.466 -1.613 0.771
C 2.984 -1.595 1.613 -0.565
C 4.363 2.852 1.578 -0.966
C 1.642 -1.266 1.804 2.284
C -3.335 0.905 -2.403 -0.334
C -3.132 -0.800 -4.592 -0.879
C -4.781 -0.638 2.450 -0.714
C -2.524 -0.210 1.766 0.034
C 3.382 -2.920 1.685 -1.096
H -0.425 3.039 -4.393 0.207
H -0.454 -1.223 3.823 0.441
H 0.379 -4.378 2.264 0.541
H 3.515 3.720 -4.495 0.340
H 1.448 2.157 -5.973 0.323
H -4.779 1.979 -3.561 0.501
H -1.697 -1.893 -3.452 0.481
H -0.438 1.255 7.290 0.446
H -2.586 -3.118 -0.083 0.469
H -3.423 1.559 -1.542 0.494
H 0.405 -5.837 -1.497 0.494
H 0.538 3.066 1.182 1.094
H -1.012 -0.876 6.171 0.495
H 2.999 2.505 -2.281 0.092
H -5.537 -0.658 3.222 0.450
H -6.129 -1.266 0.899 0.475
H -4.594 0.471 -5.512 0.460
H 1.776 -3.921 -2.285 0.594
H 1.533 3.913 -5.799 0.333
H 4.428 -3.166 1.560 0.518
H -4.429 -1.202 -0.872 0.584
H 3.496 1.975 -4.773 0.310
H 2.774 -4.951 2.001 0.478
H 3.723 -0.842 1.399 0.179
H -3.224 0.013 3.779 0.535
H 1.922 5.080 0.814 0.542
H 4.084 0.815 2.122 0.725
H -3.070 -1.472 -5.437 0.483
H 0.649 3.066 6.009 0.466
H 5.428 2.810 1.761 0.494
H 1.191 2.765 3.651 0.329
H -1.781 -5.418 -0.414 0.486
H -0.355 -2.045 2.090 0.307
H 4.380 4.940 1.077 0.509
H -1.521 0.126 1.989 0.062


(3)
80
Properties=species:S:1:pos:R:3:mulliken_charge:R:1 method="wB97M-V/def2-TZVPD" relative_energy_kcal_mol=7.7 lumo_ev=0.9459 homo_ev=-2.62 total_charge=-1 max_force_ha_per_bohr=0.0406
O 1.239 2.171 -2.420 -0.241
O -2.783 -1.664 2.386 -0.706
O -0.451 3.399 -1.462 -0.677
O 0.481 1.730 3.163 -0.778
N -2.150 1.327 -2.272 -0.295
N 5.213 -1.583 1.144 0.055
C 3.856 -1.641 1.210 0.852
C -3.741 -2.999 -3.668 -0.843
C 2.438 3.041 -2.135 -0.241
C -3.239 0.611 -2.550 0.102
C -2.493 -3.531 -3.337 -0.522
C -4.367 2.776 -2.703 -0.435
C -3.116 2.355 5.651 -0.513
C 6.044 -1.187 2.258 -0.671
C -1.597 -2.767 -2.571 -0.639
C 3.591 2.230 -2.706 -0.958
C -3.119 -0.856 -2.665 0.464
C -0.221 -0.536 1.128 0.501
C 5.990 -2.143 0.062 -0.732
C -4.044 -1.696 -3.318 -0.487
C -1.960 -1.485 -2.159 1.729
C -0.924 -0.071 2.244 -0.697
C -4.476 1.380 -2.808 0.634
C -3.815 0.229 4.656 -0.480
C 1.830 -1.015 2.387 -0.751
C -4.065 1.318 5.503 -0.400
C -1.711 1.257 4.061 0.046
C 5.190 -2.249 -1.219 -0.662
C 3.937 -0.796 3.605 -0.846
C 1.087 -1.136 1.192 0.228
C -2.216 -0.648 2.764 0.200
C -6.866 1.670 -3.254 -1.209
C -0.556 1.069 3.141 0.543
C -0.019 2.379 -1.960 -0.078
C -6.739 3.047 -3.066 -0.313
C 3.802 -2.873 -0.953 -0.890
C -2.661 0.254 3.873 0.164
C 5.352 -0.315 3.288 -0.897
C -0.878 1.159 -2.166 -0.203
C -1.895 2.282 4.977 -0.346
C -5.472 3.613 -2.869 -0.699
C -5.745 0.856 -3.159 -0.079
C 3.188 -1.226 2.396 0.483
C 3.059 -2.163 0.140 0.125
C 1.691 -1.913 0.150 -1.104
H -5.039 -1.344 -3.500 0.194
H -1.088 3.003 5.074 0.458
H 2.569 3.143 -1.039 0.264
H -7.628 3.672 -3.089 0.332
H -0.298 0.221 -2.401 0.465
H -5.897 -0.184 -3.401 0.553
H -3.383 3.185 -2.488 0.458
H 3.506 1.173 -2.415 0.151
H 1.041 -2.316 -0.632 0.512
H 4.583 2.561 -2.382 0.382
H 6.471 -2.082 2.745 0.330
H 6.407 -3.126 0.349 0.304
H 5.950 -0.334 4.202 0.370
H 6.854 -1.482 -0.082 0.431
H -0.752 -0.623 0.193 0.285
H -7.833 1.222 -3.493 0.319
H 3.221 -2.885 -1.882 0.397
H 4.004 -3.925 -0.678 0.313
H 3.562 2.286 -3.800 0.300
H -5.017 1.399 6.024 0.363
H 1.337 -0.642 3.282 0.684
H 5.768 -2.846 -1.935 0.389
H -1.375 -0.986 -1.390 -0.988
H 5.313 0.726 2.946 0.327
H -5.349 4.694 -2.845 0.363
H 6.901 -0.650 1.839 0.382
H 3.992 -1.622 4.332 0.307
H -2.241 -4.549 -3.614 0.351
H 5.078 -1.248 -1.655 0.175
H -4.498 -0.611 4.553 0.457
H -0.625 -3.170 -2.280 0.251
H 2.290 4.010 -2.641 0.271
H -3.341 3.233 6.256 0.373
H 3.356 0.017 4.064 0.393
H -4.508 -3.580 -4.179 0.351